No. 1
The following is a DFT calculation (wB97M-V/def2-TZVPD) of one molecule with the formula C22H25N3O7S.

Each line ends with the natural charge from an NBO analysis.
Positions of all 58 atoms, in Å:
C: -10.76 -0.13 0.41  -0.241
O: -9.83 0.79 -0.11  -0.486
C: -8.50 0.57 -0.07  0.272
C: -7.73 1.60 -0.63  -0.236
C: -6.36 1.55 -0.68  -0.172
C: -5.68 0.45 -0.16  -0.117
C: -4.24 0.31 -0.17  -0.099
C: -3.36 1.23 -0.60  -0.303
C: -1.90 1.11 -0.58  0.650
O: -1.17 2.08 -0.68  -0.596
N: -1.40 -0.17 -0.46  -0.623
C: -0.08 -0.54 -0.38  0.272
S: 0.30 -2.15 -0.20  -0.297
N: 0.85 0.41 -0.44  -0.398
N: 2.18 0.09 -0.34  -0.455
C: 3.13 1.06 -0.25  0.655
O: 2.82 2.24 -0.30  -0.618
C: 4.52 0.57 -0.10  -0.139
C: 4.91 -0.72 -0.40  -0.282
C: 6.24 -1.13 -0.24  0.231
O: 6.66 -2.39 -0.55  -0.509
C: 5.72 -3.34 -1.00  -0.252
C: 7.19 -0.21 0.25  0.291
O: 8.51 -0.43 0.47  -0.492
C: 9.05 -1.73 0.46  -0.239
C: 6.78 1.11 0.53  0.267
O: 7.77 1.92 0.98  -0.479
C: 7.45 3.27 1.26  -0.252
C: 5.46 1.49 0.35  -0.269
C: -6.44 -0.59 0.40  -0.260
C: -7.82 -0.55 0.46  0.284
O: -8.57 -1.56 1.01  -0.520
C: -7.92 -2.68 1.55  -0.253
H: -10.71 -1.09 -0.10  0.185
H: -11.74 0.33 0.23  0.191
H: -10.62 -0.28 1.48  0.185
H: -8.27 2.44 -1.03  0.230
H: -5.82 2.37 -1.12  0.214
H: -3.88 -0.63 0.24  0.191
H: -3.69 2.20 -0.94  0.225
H: -2.04 -0.95 -0.43  0.426
H: 0.61 1.41 -0.53  0.476
H: 2.33 -0.90 -0.16  0.431
H: 4.20 -1.42 -0.81  0.218
H: 6.29 -4.26 -1.14  0.201
H: 5.27 -3.04 -1.95  0.179
H: 4.94 -3.51 -0.26  0.180
H: 10.08 -1.60 0.79  0.189
H: 8.53 -2.40 1.15  0.179
H: 9.05 -2.17 -0.54  0.185
H: 6.71 3.34 2.06  0.177
H: 7.07 3.78 0.37  0.179
H: 8.38 3.73 1.58  0.200
H: 5.13 2.49 0.56  0.245
H: -5.92 -1.44 0.81  0.215
H: -7.26 -2.40 2.38  0.179
H: -8.71 -3.33 1.92  0.203
H: -7.35 -3.22 0.79  0.178

Its energy relative to the best compared isomer or geometry (same formula, charge and spin) is 78.6 kcal/mol. For the frontier orbital gap, the calculation gives 7.57 eV. The calculation puts the total energy at -52855.472 eV. The charge is 0. For the LUMO energy, the calculation gives -0.399 eV. Its SMILES is COc1ccc(/C=C/C(=O)NC(=S)NNC(=O)c2cc(OC)c(OC)c(OC)c2)cc1OC. The value obtained for the largest force on an atom is 0.88 eV/Å.

***

No. 2
The following is a DFT calculation (wB97M-V/def2-TZVPD) of C22H25N4O4PbSi as an isolated structure.

Each line ends with the natural charge from an NBO analysis.
Positions of all 57 atoms, in Å:
Pb: 0.68 0.53 -0.13  0.959
O: 2.58 -5.48 3.91  -0.749
C: 2.06 -4.48 4.43  0.738
O: 1.95 -4.12 5.61  -0.746
C: 1.41 -3.50 3.40  -0.057
C: 1.36 -3.81 2.06  -0.209
C: 0.75 -2.93 1.17  0.136
N: 0.21 -1.78 1.57  -0.447
C: 0.27 -1.46 2.86  0.215
C: 0.85 -2.30 3.81  -0.223
C: -0.31 -0.15 3.24  0.175
C: -0.67 0.15 4.55  -0.230
C: -1.17 1.40 4.86  -0.160
C: -1.30 2.34 3.84  -0.263
C: -0.93 1.97 2.56  0.068
N: -0.46 0.76 2.27  -0.458
C: 0.65 -3.23 -0.28  0.193
C: 0.77 -4.54 -0.76  -0.226
C: 0.65 -4.78 -2.12  -0.166
C: 0.40 -3.71 -2.97  -0.272
C: 0.30 -2.45 -2.41  0.048
N: 0.43 -2.21 -1.11  -0.431
H: 1.83 -4.74 1.75  0.244
H: 0.91 -2.06 4.86  0.244
H: -0.56 -0.60 5.32  0.229
H: -1.45 1.64 5.87  0.214
H: -1.68 3.33 4.04  0.219
H: -0.99 2.67 1.74  0.217
H: 0.94 -5.36 -0.07  0.231
H: 0.73 -5.79 -2.50  0.214
H: 0.28 -3.85 -4.03  0.215
H: 0.10 -1.59 -3.03  0.190
N: 2.48 0.80 -2.28  -0.841
C: 3.52 1.72 -1.80  -0.211
C: 3.01 3.16 -1.68  -0.520
C: 2.29 3.47 -0.36  0.792
O: 2.78 4.31 0.38  -0.681
O: 1.20 2.82 -0.16  -0.867
H: 2.86 -0.14 -2.40  0.369
H: 2.13 1.11 -3.18  0.364
H: 4.40 1.71 -2.45  0.167
H: 3.85 1.36 -0.82  0.203
H: 2.34 3.36 -2.52  0.199
H: 3.85 3.84 -1.76  0.220
C: -2.08 3.03 -0.95  -1.114
Si: -1.50 1.34 -1.56  0.976
C: -3.02 0.20 -1.66  -1.102
C: -0.91 1.61 -3.35  -1.098
H: -2.62 3.57 -1.73  0.220
H: -1.23 3.63 -0.63  0.257
H: -2.76 2.93 -0.10  0.223
H: -3.81 0.65 -2.27  0.217
H: -3.43 0.02 -0.66  0.232
H: -2.77 -0.77 -2.09  0.226
H: -1.72 1.97 -3.99  0.220
H: -0.51 0.69 -3.80  0.211
H: -0.12 2.36 -3.36  0.228

Its energy relative to the best compared isomer or geometry (same formula, charge and spin) is 2.7 kcal/mol. For the frontier orbital gap, the calculation gives 6.79 eV. The calculation puts the total energy at -50499.805 eV. The charge is -1. For the LUMO energy, the calculation gives 2.254 eV. The value obtained for the largest force on an atom is 0.78 eV/Å.

***

No. 3
The following is a DFT calculation (wB97M-V/def2-TZVPD) of one molecule with the formula C22H25N5O3.

Each line ends with the natural charge from an NBO analysis.
Positions of all 55 atoms, in Å:
C: 6.20 -1.02 2.39  -0.623
C: 5.12 -1.67 1.56  -0.061
O: 3.90 -1.63 2.30  -0.528
C: 2.84 -2.21 1.69  0.897
O: 2.89 -2.74 0.61  -0.662
N: 1.72 -2.15 2.46  -0.449
C: 1.61 -1.33 3.65  -0.220
C: 0.27 -0.58 3.62  -0.241
N: -0.06 -0.25 2.25  -0.421
C: 0.22 1.00 1.81  0.652
O: 0.69 1.85 2.54  -0.623
C: -0.11 1.33 0.39  0.137
C: 0.72 2.24 -0.28  -0.255
C: 0.46 2.64 -1.58  0.073
C: 1.34 3.60 -2.31  -0.642
C: -0.70 2.10 -2.15  -0.130
C: -1.39 2.18 -3.40  0.179
C: -1.05 2.97 -4.61  -0.644
N: -2.46 1.42 -3.36  -0.236
N: -2.54 0.83 -2.15  -0.215
C: -3.60 -0.03 -1.86  0.218
C: -4.50 -0.36 -2.88  -0.251
C: -5.56 -1.21 -2.60  -0.196
C: -5.73 -1.72 -1.33  -0.232
C: -4.84 -1.38 -0.32  -0.185
C: -3.78 -0.54 -0.58  -0.274
C: -1.48 1.20 -1.38  0.349
N: -1.21 0.81 -0.14  -0.455
C: -0.36 -1.40 1.42  -0.215
C: 0.47 -2.61 1.91  -0.237
H: 7.14 -1.03 1.85  0.216
H: 5.93 0.01 2.61  0.212
H: 6.32 -1.55 3.33  0.212
H: 4.98 -1.15 0.61  0.185
H: 5.36 -2.72 1.33  0.188
H: 1.68 -1.96 4.55  0.192
H: 2.44 -0.63 3.67  0.235
H: 0.35 0.35 4.18  0.257
H: -0.53 -1.19 4.03  0.193
H: 1.58 2.62 0.25  0.237
H: 2.17 3.91 -1.67  0.225
H: 1.74 3.13 -3.21  0.227
H: 0.78 4.48 -2.61  0.227
H: -1.02 4.03 -4.37  0.222
H: -1.80 2.79 -5.37  0.239
H: -0.07 2.68 -4.99  0.221
H: -4.34 0.05 -3.86  0.241
H: -6.25 -1.46 -3.39  0.214
H: -6.56 -2.38 -1.12  0.212
H: -4.98 -1.78 0.67  0.210
H: -3.09 -0.27 0.20  0.250
H: -0.10 -1.18 0.39  0.229
H: -1.43 -1.63 1.47  0.197
H: -0.07 -3.16 2.69  0.191
H: 0.68 -3.28 1.08  0.255

Its energy relative to the best compared isomer or geometry (same formula, charge and spin) is 15.8 kcal/mol. For the frontier orbital gap, the calculation gives 8.27 eV. The calculation puts the total energy at -36814.218 eV. The charge is 0. For the LUMO energy, the calculation gives 0.087 eV. Its SMILES is CCOC(=O)N1CCN(C(=O)c2cc(C)c3c(C)nn(-c4ccccc4)c3n2)CC1. The value obtained for the largest force on an atom is 0.95 eV/Å.

***

No. 4
The following is a DFT calculation (wB97M-V/def2-TZVPD) of one molecule with the formula C22H25NO.

Each line ends with the natural charge from an NBO analysis.
Positions of all 49 atoms, in Å:
C: 3.68 2.35 -0.41  -0.596
C: 2.56 1.41 0.06  -0.073
N: 1.37 1.62 -0.77  -0.653
C: 0.44 2.60 -0.27  -0.218
C: -0.38 2.21 0.97  -0.395
C: -1.36 1.03 0.79  -0.265
C: -2.36 1.27 -0.36  -0.421
C: -3.50 0.29 -0.32  -0.024
C: -3.70 -0.63 -1.34  -0.204
C: -4.74 -1.53 -1.29  -0.205
C: -5.61 -1.53 -0.21  -0.219
C: -5.43 -0.62 0.81  -0.222
C: -4.39 0.29 0.75  -0.162
C: -0.65 -0.28 0.66  0.298
C: -0.46 -1.15 -0.37  -0.339
C: 0.28 -2.24 0.15  -0.300
C: 0.48 -1.95 1.46  0.088
O: -0.07 -0.77 1.78  -0.416
C: 3.03 -0.02 -0.06  -0.028
C: 3.07 -0.65 -1.29  -0.170
C: 3.50 -1.96 -1.40  -0.224
C: 3.92 -2.65 -0.27  -0.224
C: 3.91 -2.02 0.96  -0.209
C: 3.46 -0.71 1.06  -0.206
H: 4.57 2.21 0.19  0.206
H: 3.91 2.16 -1.45  0.211
H: 3.36 3.39 -0.32  0.204
H: 2.36 1.62 1.12  0.174
H: 0.89 0.74 -0.92  0.381
H: -0.24 2.85 -1.09  0.193
H: 1.00 3.51 -0.03  0.194
H: -0.95 3.09 1.29  0.206
H: 0.30 1.95 1.79  0.208
H: -1.93 0.97 1.73  0.226
H: -2.75 2.28 -0.26  0.222
H: -1.84 1.20 -1.31  0.210
H: -3.04 -0.63 -2.20  0.203
H: -4.88 -2.24 -2.10  0.212
H: -6.42 -2.24 -0.17  0.212
H: -6.11 -0.60 1.65  0.211
H: -4.26 1.01 1.55  0.197
H: -0.80 -1.05 -1.38  0.227
H: 0.61 -3.11 -0.38  0.230
H: 0.99 -2.48 2.24  0.204
H: 2.74 -0.12 -2.17  0.214
H: 3.52 -2.45 -2.37  0.211
H: 4.27 -3.67 -0.36  0.212
H: 4.24 -2.55 1.84  0.211
H: 3.44 -0.23 2.03  0.210

Its energy relative to the best compared isomer or geometry (same formula, charge and spin) is 26.2 kcal/mol. For the frontier orbital gap, the calculation gives 8.96 eV. The calculation puts the total energy at -26757.104 eV. The charge is 0. For the LUMO energy, the calculation gives 0.874 eV. Its SMILES is C[C@@H](NCC[C@@H](Cc1ccccc1)c1ccco1)c1ccccc1. The value obtained for the largest force on an atom is 0.95 eV/Å.

***

Question: The highest energy relative to the best compared isomer or geometry (same formula, charge and spin) belongs to which entry?
Answer: C22H25N3O7S